C93H206N10O15 | wB97M-V/def2-TZVPD

Summary:
Kohn-Sham gap ... 8.35 eV
Calculated total energy ... -145377.3844 eV
E_HOMO ... -7.96 eV
Max |F| ... 0.113 Eh/bohr
Lowest unoccupied orbital energy ... 0.4 eV

```
324
C93H206N10O15 (wB97M-V/def2-TZVPD)
C 5.365 -6.195 -0.056
C 4.172 -5.278 0.008
C 3.912 -4.492 -1.223
O 3.100 -6.135 0.321
H 5.221 -7.112 -0.627
H 5.731 -6.417 0.947
H 6.153 -5.608 -0.527
H 4.294 -4.589 0.844
H 4.781 -3.861 -1.411
H 3.078 -3.797 -1.130
H 3.701 -5.171 -2.050
H 3.587 -6.932 0.543
C 5.594 -0.505 4.241
C 6.240 -0.937 2.946
C 5.416 -2.047 2.259
O 6.422 0.124 1.999
H 6.134 0.306 4.731
H 5.478 -1.347 4.923
H 4.579 -0.121 4.143
H 7.226 -1.376 3.101
H 4.508 -1.600 1.854
H 5.213 -2.826 2.994
H 6.084 -2.487 1.518
H 5.584 0.518 1.743
C 5.065 2.936 -0.800
C 4.767 2.782 0.722
C 3.865 3.815 1.313
O 4.236 1.461 0.834
H 5.299 3.987 -0.964
H 4.176 2.611 -1.341
H 5.917 2.312 -1.072
H 5.746 2.987 1.157
H 2.983 3.898 0.677
H 4.532 4.676 1.271
H 3.558 3.700 2.353
H 3.366 1.520 0.433
C 4.704 7.309 -0.858
O 3.463 6.982 -1.374
C 2.959 7.847 -2.429
C 1.606 7.587 -3.168
N 1.305 6.205 -3.600
C 1.004 5.412 -2.386
C 0.912 3.933 -2.812
O 2.234 3.389 -2.646
C 2.801 2.958 -3.894
H 4.549 8.107 -0.132
H 5.521 7.534 -1.543
H 5.024 6.531 -0.165
H 3.721 7.723 -3.198
H 2.932 8.862 -2.031
H 1.601 8.246 -4.036
H 0.850 7.960 -2.477
H 2.107 5.891 -4.128
H 0.062 5.691 -1.914
H 1.749 5.464 -1.592
H 0.467 3.836 -3.803
H 0.205 3.395 -2.181
H 2.815 3.727 -4.666
H 2.216 2.132 -4.298
H 3.836 2.681 -3.693
C -3.450 -10.252 3.585
O -2.119 -9.966 3.406
C -1.856 -9.274 2.184
C -0.661 -8.374 2.119
N -1.061 -7.010 1.860
C 0.143 -6.200 1.641
C -0.111 -4.833 0.980
O -0.781 -4.968 -0.252
C -0.013 -5.290 -1.372
H -3.994 -9.360 3.896
H -3.537 -10.941 4.426
H -3.952 -10.582 2.676
H -2.776 -8.865 1.766
H -1.763 -10.099 1.478
H -0.041 -8.832 1.348
H -0.110 -8.401 3.059
H -1.642 -6.732 1.082
H 0.743 -6.763 0.926
H 0.705 -6.029 2.558
H 0.718 -4.126 0.958
H -0.752 -4.298 1.680
H 0.571 -6.208 -1.301
H 0.637 -4.460 -1.649
H -0.732 -5.432 -2.179
C -5.874 -0.442 3.900
C -4.933 0.729 4.216
C -4.620 1.315 2.807
C -4.036 2.847 2.768
C -5.034 3.716 3.614
C -5.259 3.233 5.073
N -5.632 1.815 4.991
O -6.157 1.368 6.105
C -4.044 3.549 5.991
C -6.388 4.226 5.556
C -3.654 0.161 4.874
H -6.368 -0.821 4.795
H -5.295 -1.309 3.582
H -6.623 -0.159 3.161
H -3.737 0.793 2.441
H -5.325 1.083 2.008
H -4.165 3.213 1.749
H -3.056 2.959 3.231
H -5.988 3.518 3.127
H -4.676 4.745 3.568
H -3.594 4.527 5.820
H -4.248 3.364 7.045
H -3.318 2.767 5.768
H -6.670 4.254 6.608
H -6.125 5.246 5.275
H -7.327 4.084 5.019
H -3.802 -0.091 5.924
H -2.828 0.848 4.687
H -3.310 -0.810 4.519
H -6.986 1.007 5.782
C 1.617 6.326 1.241
C 0.628 7.478 1.557
C -0.483 7.408 0.464
C -1.774 8.136 0.892
C -2.255 7.529 2.211
C -1.241 7.674 3.392
N 0.055 7.138 2.866
O 1.048 7.182 3.756
C -1.225 9.106 3.828
C -1.730 6.704 4.472
C 1.304 8.823 1.454
H 2.539 6.291 1.821
H 1.970 6.360 0.210
H 1.131 5.353 1.313
H -0.100 7.835 -0.463
H -0.808 6.402 0.199
H -2.546 8.007 0.134
H -1.735 9.224 0.951
H -2.635 6.528 2.007
H -3.174 8.081 2.409
H -2.180 9.366 4.285
H -0.388 9.392 4.465
H -0.970 9.846 3.070
H -2.816 6.750 4.545
H -1.619 5.691 4.086
H -1.390 6.887 5.491
H 1.751 9.076 2.415
H 0.692 9.659 1.114
H 2.158 8.786 0.777
H 1.321 6.263 3.803
C -3.360 3.644 -4.738
C -4.333 2.542 -4.319
C -3.528 1.388 -3.595
C -3.013 1.686 -2.124
C -4.240 2.224 -1.258
C -5.021 3.409 -1.920
N -5.383 3.152 -3.366
O -6.254 3.996 -3.927
C -6.414 3.493 -1.185
C -4.178 4.681 -1.711
C -4.971 1.945 -5.611
H -3.899 4.558 -4.991
H -2.917 3.325 -5.682
H -2.527 3.838 -4.063
H -4.256 0.580 -3.534
H -2.714 1.063 -4.243
H -2.296 2.505 -2.072
H -2.608 0.799 -1.637
H -3.866 2.390 -0.248
H -4.971 1.426 -1.131
H -7.111 2.685 -1.410
H -6.230 3.528 -0.111
H -7.039 4.312 -1.540
H -4.696 5.588 -2.023
H -3.830 4.741 -0.680
H -3.236 4.623 -2.255
H -4.222 1.432 -6.214
H -5.384 2.707 -6.272
H -5.878 1.351 -5.500
H -7.113 3.594 -3.779
C 2.178 -1.715 -7.445
C 0.856 -2.294 -6.715
C -0.098 -1.113 -6.465
C -1.557 -1.459 -5.995
C -2.102 -2.541 -6.955
C -1.124 -3.767 -7.245
N 0.181 -3.208 -7.594
O 1.052 -4.206 -8.136
C -1.168 -4.700 -6.008
C -1.806 -4.429 -8.502
C 1.231 -2.871 -5.310
H 2.751 -1.078 -6.771
H 1.942 -1.193 -8.373
H 2.863 -2.531 -7.673
H 0.433 -0.342 -5.905
H -0.337 -0.525 -7.352
H -2.283 -0.654 -5.879
H -1.580 -1.848 -4.977
H -2.371 -2.160 -7.940
H -2.977 -2.944 -6.445
H -1.034 -4.169 -5.065
H -2.102 -5.247 -5.875
H -0.326 -5.392 -5.996
H -1.201 -5.289 -8.787
H -2.793 -4.815 -8.245
H -1.898 -3.778 -9.371
H 1.249 -3.961 -5.337
H 0.489 -2.529 -4.588
H 2.205 -2.546 -4.945
H 1.412 -3.764 -8.908
C -0.748 2.784 0.680
C -0.165 1.452 1.054
C -1.449 0.514 1.326
C -1.032 -0.971 1.132
C -0.470 -1.248 -0.279
C 0.785 -0.427 -0.584
N 0.639 1.020 -0.116
O 1.816 1.774 -0.359
C 2.017 -1.124 0.169
C 1.010 -0.497 -2.126
C 0.675 1.471 2.346
H -0.005 3.536 0.415
H -1.354 3.244 1.459
H -1.244 2.532 -0.258
H -1.761 0.600 2.367
H -2.218 0.792 0.605
H -1.825 -1.682 1.365
H -0.221 -1.139 1.840
H -1.202 -1.054 -1.064
H -0.242 -2.312 -0.348
H 1.805 -2.193 0.204
H 2.970 -0.846 -0.281
H 2.127 -0.798 1.203
H 1.149 -1.494 -2.544
H 0.362 0.186 -2.674
H 1.995 -0.068 -2.313
H 1.536 2.137 2.287
H 1.208 0.585 2.691
H 0.145 1.885 3.203
H 1.515 2.252 -1.135
C 0.524 -3.107 4.152
C 1.695 -3.178 5.168
C 2.370 -1.756 5.221
C 1.466 -0.677 5.858
C 1.082 -1.151 7.246
C 0.473 -2.568 7.383
N 1.237 -3.544 6.528
O 0.767 -4.847 6.691
C 0.614 -2.949 8.882
C -1.078 -2.571 7.006
C 2.773 -4.107 4.677
H -0.071 -4.020 4.167
H 0.934 -2.987 3.149
H -0.148 -2.262 4.308
H 3.269 -1.887 5.823
H 2.713 -1.350 4.269
H 0.598 -0.532 5.216
H 1.965 0.291 5.833
H 0.637 -0.414 7.914
H 2.062 -1.044 7.712
H 1.624 -3.230 9.179
H 0.393 -2.188 9.630
H -0.018 -3.778 9.200
H -1.112 -2.006 6.074
H -1.451 -3.588 6.881
H -1.712 -1.999 7.683
H 3.294 -3.663 3.828
H 2.436 -5.131 4.518
H 3.525 -4.337 5.432
H -0.072 -4.852 6.225
C -4.045 -4.619 1.874
C -4.752 -3.841 0.747
C -4.946 -2.371 1.221
C -5.453 -1.445 0.061
C -4.561 -1.578 -1.188
C -4.298 -3.020 -1.700
N -3.858 -3.799 -0.525
O -3.338 -5.032 -0.844
C -5.569 -3.577 -2.459
C -3.162 -3.007 -2.715
C -6.113 -4.608 0.516
H -3.670 -5.576 1.513
H -4.614 -4.783 2.790
H -3.105 -4.124 2.117
H -5.800 -2.483 1.890
H -4.060 -1.986 1.726
H -5.533 -0.394 0.340
H -6.483 -1.704 -0.185
H -3.596 -1.109 -0.994
H -5.098 -0.931 -1.882
H -5.615 -3.481 -3.544
H -5.645 -4.601 -2.093
H -6.445 -3.032 -2.107
H -3.061 -4.048 -3.024
H -3.289 -2.330 -3.559
H -2.182 -2.801 -2.284
H -6.833 -3.861 0.181
H -6.464 -5.001 1.470
H -6.146 -5.521 -0.078
H -2.438 -4.981 -0.513
C 5.385 -3.216 -5.047
C 5.985 -1.908 -4.424
C 4.843 -1.146 -3.642
C 5.244 -0.146 -2.582
C 6.089 -0.778 -1.547
C 7.366 -1.474 -2.207
N 7.043 -2.277 -3.424
O 8.169 -2.944 -3.916
C 8.450 -0.442 -2.581
C 7.979 -2.353 -1.076
C 6.645 -0.949 -5.487
H 6.260 -3.789 -5.356
H 4.957 -2.936 -6.009
H 4.730 -3.854 -4.453
H 4.281 -0.570 -4.377
H 4.070 -1.803 -3.242
H 4.271 0.155 -2.192
H 5.840 0.723 -2.859
H 5.607 -1.597 -1.012
H 6.377 -0.052 -0.787
H 8.009 0.364 -3.167
H 8.807 0.101 -1.706
H 9.324 -0.841 -3.094
H 7.975 -1.771 -0.155
H 7.438 -3.293 -0.959
H 8.980 -2.725 -1.295
H 7.428 -1.442 -6.065
H 7.002 -0.044 -4.996
H 5.842 -0.690 -6.176
H 8.601 -2.224 -4.381
```


C9H24FLi2O3 | wB97M-V/def2-TZVPD

Summary:
Kohn-Sham gap ... 5.75 eV
Total charge ... +1
Calculated total energy ... -18974.6008 eV
E_HOMO ... -12.00 eV
Max |F| ... 0.172 Eh/bohr
Lowest unoccupied orbital energy ... -6.2 eV

```
39
C9H24FLi2O3 (wB97M-V/def2-TZVPD)
Li 2.790 0.714 0.225
Li 2.311 -0.473 1.871
F 1.511 0.156 0.584
C 1.210 -3.802 -0.667
C 1.451 -2.230 -0.680
C 0.689 -1.431 -1.761
O 0.846 -1.718 0.540
H 1.782 -4.311 0.109
H 1.481 -4.154 -1.662
H 0.165 -4.048 -0.478
H 2.528 -2.077 -0.741
H 0.883 -0.388 -1.513
H -0.378 -1.614 -1.634
H 1.032 -1.742 -2.749
H 1.128 -0.817 0.717
C -0.511 2.094 1.477
C -1.002 0.913 2.417
C -2.390 0.407 1.948
O -0.112 -0.152 2.320
H 0.548 2.345 1.418
H -1.106 2.988 1.663
H -0.589 1.658 0.481
H -0.966 1.193 3.470
H -3.128 1.192 2.115
H -2.699 -0.352 2.666
H -2.399 0.046 0.919
H 0.485 -0.082 1.571
C -0.784 0.064 -0.877
C -0.051 1.366 -1.331
C -0.882 2.539 -1.818
O 0.729 1.838 -0.241
H -0.122 -0.657 -0.397
H -1.112 -0.383 -1.815
H -1.616 0.326 -0.224
H 0.494 1.093 -2.234
H -1.754 2.666 -1.177
H -1.397 2.392 -2.768
H -0.197 3.383 -1.895
H 1.134 1.059 0.148
```


C26H39Cl8MgNO8P | wB97M-V/def2-TZVPD

Summary:
Kohn-Sham gap ... 2.87 eV
Total charge ... +1
Calculated total energy ... -160362.5020 eV
E_HOMO ... -10.50 eV
Max |F| ... 0.040 Eh/bohr
Lowest unoccupied orbital energy ... -7.6 eV

```
84
C26H39Cl8MgNO8P (wB97M-V/def2-TZVPD)
C 2.722 -1.264 0.583
C 2.774 -1.607 -0.946
C 1.521 -2.443 -1.378
C 0.563 -1.544 -2.195
O -0.842 -1.774 -1.847
C -1.472 -0.579 -1.994
C -2.102 0.015 -0.995
O -2.169 -0.519 0.268
C -0.982 -0.046 0.961
C -1.286 1.056 1.989
C -2.724 1.376 -1.335
O -3.779 1.747 -0.951
C -1.847 2.240 -2.264
P -1.606 4.049 -2.031
C 0.230 4.286 -2.270
C -1.814 4.447 -0.209
C -1.211 1.647 -3.268
C -1.438 0.127 -3.365
O -1.593 -0.455 -4.377
H 2.104 -2.010 1.102
H 2.233 -0.284 0.746
H 3.734 -1.204 1.004
H 2.858 -0.657 -1.499
H 3.689 -2.175 -1.178
H 1.851 -3.248 -2.057
H 1.049 -2.923 -0.511
H 0.670 -1.673 -3.286
H 0.824 -0.487 -1.976
H -0.517 -0.909 1.466
H -0.233 0.295 0.221
H -2.209 0.803 2.535
H -1.426 2.061 1.551
H -0.466 1.108 2.726
H 0.825 3.533 -1.650
H 0.463 4.100 -3.323
H 0.490 5.318 -1.966
H -0.795 4.561 0.300
H -2.322 3.628 0.330
H -2.418 5.349 -0.049
H -0.547 2.166 -3.963
Mg 1.292 4.195 0.067
C -4.875 -5.240 -0.138
C -3.776 -4.365 -0.735
C -2.387 -5.027 -0.728
O -1.744 -5.038 0.538
C -2.156 -6.084 1.402
N -3.762 -3.076 -0.037
H -4.837 -5.271 0.951
H -5.856 -4.848 -0.411
H -4.811 -6.263 -0.514
H -4.041 -4.183 -1.781
H -1.734 -4.440 -1.380
H -2.423 -6.040 -1.151
H -2.390 -7.001 0.857
H -3.015 -5.769 2.000
H -1.336 -6.294 2.091
H -3.099 -2.464 -0.500
H -3.347 -3.232 0.879
Cl 3.118 4.265 -2.795
C 2.311 8.806 1.757
Cl 1.661 8.431 0.156
Cl 1.919 7.500 2.894
Cl 4.048 9.061 1.680
H 1.844 9.718 2.110
O -2.181 5.428 -5.264
H -3.144 5.445 -5.226
H -1.913 5.169 -4.375
C 6.998 2.991 3.618
C 6.167 2.015 3.253
C 4.744 2.291 2.961
O 3.976 1.409 2.627
C 4.279 3.689 3.087
C 5.102 4.668 3.449
C 6.533 4.394 3.744
O 7.283 5.283 4.072
H 8.043 2.809 3.837
H 6.489 0.987 3.155
H 3.231 3.864 2.867
H 4.776 5.697 3.546
C -2.758 -10.319 0.508
Cl -3.592 -10.718 2.015
Cl -1.161 -9.646 0.877
Cl -2.568 -11.781 -0.468
Cl -3.710 -9.127 -0.395
```


CH3Cl2FSi | wB97M-V/def2-TZVPD

Summary:
Kohn-Sham gap ... 8.51 eV
SMILES string ... C=[Si](F)Cl.Cl
Calculated total energy ... -36726.5451 eV
E_HOMO ... -8.60 eV
Max |F| ... 0.088 Eh/bohr
Lowest unoccupied orbital energy ... -0.1 eV

```
8
CH3Cl2FSi (wB97M-V/def2-TZVPD)
C -0.725 -1.180 0.434
Si 0.996 -0.863 0.102
F 1.181 -0.295 -1.403
Cl 2.643 -0.389 1.011
H -1.275 -1.613 -0.343
H -0.967 -1.644 1.418
Cl -0.628 2.616 -0.186
H -1.225 3.369 -1.033
```


CH2N4 | wB97M-V/def2-TZVPD

Summary:
Kohn-Sham gap ... 9.98 eV
Calculated total energy ... -7025.5351 eV
E_HOMO ... -9.52 eV
Max |F| ... 0.060 Eh/bohr
Lowest unoccupied orbital energy ... 0.5 eV

```
7
CH2N4 (wB97M-V/def2-TZVPD)
C 1.171 -0.116 0.542
N -1.424 0.051 -0.824
N -1.005 0.497 0.211
N -2.146 -0.184 -1.659
N 0.098 0.454 0.905
H 1.993 -0.068 1.232
H 1.313 -0.634 -0.407
```


C2H2Cl2O3 | wB97M-V/def2-TZVPD

Summary:
Kohn-Sham gap ... 11.81 eV
Calculated total energy ... -33293.4992 eV
E_HOMO ... -11.36 eV
Max |F| ... 0.049 Eh/bohr
Lowest unoccupied orbital energy ... 0.4 eV

```
9
C2H2Cl2O3 (wB97M-V/def2-TZVPD)
C 1.212 1.428 0.272
C -0.603 -0.737 0.873
O 2.185 1.857 0.659
O -1.131 0.082 -0.043
O 0.377 -0.581 1.514
Cl 0.652 -0.537 -2.268
Cl -1.653 -2.196 1.177
H -0.562 0.830 -0.226
H -0.477 -0.145 -1.957
```


C2H3BrO2P | wB97M-V/def2-TZVPD

Summary:
Kohn-Sham gap (alpha / beta) ... 6.49 / 6.48 eV
Total charge ... -1
Calculated total energy ... -85548.3152 eV
E_HOMO (alpha / beta) ... -2.96 / -2.96 eV
Max |F| ... 0.046 Eh/bohr
Lowest unoccupied orbital energy (alpha / beta) ... 3.5 / 3.5 eV

```
9
C2H3BrO2P (wB97M-V/def2-TZVPD)
C -0.783 0.002 0.012
C 0.125 -1.092 0.325
O 2.157 -1.547 -2.626
O -1.341 -1.187 0.542
P 2.408 -1.545 -1.181
Br 3.343 0.453 -0.717
H -0.845 0.900 0.634
H -1.000 0.207 -1.037
H 0.614 -1.021 1.301
```